(1)
# C23H35N5O5

C23H35N5O5 in the gas phase (wB97M-V/def2-TZVPD, the OMol25 dataset).

Values from the calculation:
Max |F| in eV Å⁻¹: 0.594
E_HOMO in eV: -8.6634
Frontier orbital gap in eV: 9.1

Last columns: bonded neighbours and bond lengths (Å).
Element x y z (Å)
1 O 4.41622 0.12651 -1.33188  C20 1.199
2 O -3.47140 3.50502 -1.38842  C12 1.209
3 O 0.51308 -1.86191 -0.15720  C32 1.210
4 O 0.48824 3.71907 0.78346  C18 1.213
5 O 2.14917 -0.21638 1.96526  C13 1.216
6 N 2.33609 -0.59873 -0.70490  C20 1.386, C30 1.445, C32 1.373
7 N 0.25593 0.97187 1.65223  C13 1.346, C21 1.459, C31 1.421
8 N -2.70568 1.58247 -0.43949  C12 1.391, C17 1.373, C29 1.456
9 N -1.87506 -0.38690 0.54355  C17 1.356, H36 1.014, H61 1.005
10 N -1.49583 3.56178 -0.29384  C12 1.363, C18 1.400, H49 1.014
11 C 2.06987 -4.19473 -1.28117  C14 1.526, C33 1.524, H51 1.092, H59 1.092
12 C -2.61730 2.93542 -0.75063  O2 1.209, N8 1.391, N10 1.363
13 C 1.42434 0.44289 1.24458  O5 1.216, N7 1.346, C30 1.532
14 C 2.66185 -2.89932 -0.73294  C11 1.526, C22 1.532, C32 1.511, H47 1.099
15 C -0.29415 2.09246 3.82173  C21 1.532, C28 1.536, H34 1.093, H67 1.091
16 C -4.73460 -0.71678 -2.73251  C23 1.529, C25 1.524, H46 1.093, H62 1.092
17 C -1.73363 0.93667 0.28391  N8 1.373, N9 1.356, C31 1.381
18 C -0.45785 3.02441 0.47636  O4 1.213, N10 1.400, C31 1.436
19 C 3.07464 -3.70384 -3.51139  C27 1.524, C33 1.524, H58 1.092, H66 1.091
20 C 3.62625 -0.76270 -1.18352  O1 1.199, N6 1.386, C22 1.517
21 C -0.17508 0.78450 3.03326  N7 1.459, C15 1.532, H38 1.095, H48 1.090
22 C 3.75314 -2.22439 -1.56990  C14 1.532, C20 1.517, C27 1.540, H50 1.090
23 C -3.57294 0.16339 -2.27162  C16 1.529, C29 1.532, H60 1.094, H65 1.092
24 C 1.39823 1.62183 5.65097  C28 1.528, H42 1.087, H43 1.087, H57 1.088
25 C -5.98829 0.08200 -3.06791  C16 1.524, H37 1.087, H40 1.087, H52 1.086
26 C 2.13901 2.78479 3.55571  C28 1.526, H44 1.086, H53 1.088, H64 1.087
27 C 3.47431 -2.29770 -3.08218  C19 1.524, C22 1.540, H45 1.094, H56 1.091
28 C 0.98317 2.57084 4.52819  C15 1.536, C24 1.528, C26 1.526, H63 1.097
29 C -3.87450 0.88185 -0.95283  N8 1.456, C23 1.532, H55 1.093, H68 1.092
30 C 1.79986 0.65414 -0.22593  N6 1.445, C13 1.532, H39 1.093, H41 1.092
31 C -0.65848 1.63843 0.79191  N7 1.421, C17 1.381, C18 1.436
32 C 1.67095 -1.78193 -0.50044  O3 1.210, N6 1.373, C14 1.511
33 C 1.80254 -4.11605 -2.77959  C11 1.524, C19 1.524, H35 1.092, H54 1.091
34 H -1.06999 1.95681 4.57937  C15 1.093
35 H 1.01494 -3.38540 -2.97703  C33 1.092
36 H -1.01664 -0.89040 0.73965  N9 1.014
37 H -6.74192 -0.56957 -3.50329  C25 1.087
38 H -1.15083 0.28784 3.01070  C21 1.095
39 H 2.59116 1.40502 -0.29535  C30 1.093
40 H -5.75766 0.86659 -3.78412  C25 1.087
41 H 0.94483 0.96030 -0.83233  C30 1.092
42 H 2.22653 2.04950 6.21093  C24 1.087
43 H 1.72626 0.66597 5.25038  C24 1.087
44 H 2.53015 1.83218 3.21081  C26 1.086
45 H 2.65873 -1.61326 -3.33262  C27 1.094
46 H -4.96704 -1.45171 -1.95746  C16 1.093
47 H 3.06337 -3.10354 0.26898  C14 1.099
48 H 0.54934 0.11477 3.49624  C21 1.090
49 H -1.41115 4.54383 -0.53170  N10 1.014
50 H 4.75058 -2.61108 -1.35868  C22 1.090
51 H 1.14449 -4.40431 -0.74128  C11 1.092
52 H -6.41176 0.54165 -2.17922  C25 1.086
53 H 2.94764 3.32013 4.04844  C26 1.088
54 H 1.45703 -5.08731 -3.13706  C33 1.091
55 H -4.24839 0.19139 -0.19296  C29 1.093
56 H 4.36255 -1.96319 -3.61927  C27 1.091
57 H 0.57299 1.44720 6.33888  C24 1.088
58 H 3.87668 -4.40737 -3.28036  C19 1.092
59 H 2.76883 -5.01094 -1.08743  C11 1.092
60 H -2.67705 -0.45487 -2.16462  C23 1.094
61 H -2.53540 -0.91267 -0.00280  N9 1.005
62 H -4.41543 -1.26597 -3.62066  C16 1.092
63 H 0.73351 3.53854 4.98083  C28 1.097
64 H 1.81490 3.36326 2.69454  C26 1.087
65 H -3.36294 0.91687 -3.03295  C23 1.092
66 H 2.91133 -3.71879 -4.59009  C19 1.091
67 H -0.63214 2.87875 3.14458  C15 1.091
68 H -4.62964 1.65083 -1.12588  C29 1.092

Per-atom Löwdin charges, elementary charge units: atom 1 (O): 0.14, atom 2 (O): 0.09, atom 3 (O): 0.11, atom 4 (O): 0.08, atom 5 (O): 0.07, atom 6 (N): 0.06, atom 7 (N): 0.01, atom 8 (N): 0.06, atom 9 (N): 0.20, atom 10 (N): 0.22, atom 11 (C): -0.14, atom 12 (C): -0.47, atom 13 (C): -0.43, atom 14 (C): -0.16, atom 15 (C): -0.14, atom 16 (C): -0.26, atom 17 (C): -0.21, atom 18 (C): -0.42, atom 19 (C): -0.19, atom 20 (C): -0.38, atom 21 (C): -0.11, atom 22 (C): -0.16, atom 23 (C): -0.19, atom 24 (C): -0.08, atom 25 (C): -0.11, atom 26 (C): -0.06, atom 27 (C): -0.14, atom 28 (C): -0.42, atom 29 (C): -0.14, atom 30 (C): 0.02, atom 31 (C): -0.13, atom 32 (C): -0.37, atom 33 (C): -0.19, atom 34 (H): 0.11, atom 35 (H): 0.12, atom 36 (H): 0.09, atom 37 (H): 0.07, atom 38 (H): 0.12, atom 39 (H): 0.15, atom 40 (H): 0.08, atom 41 (H): 0.13, atom 42 (H): 0.08, atom 43 (H): 0.07, atom 44 (H): 0.06, atom 45 (H): 0.13, atom 46 (H): 0.11, atom 47 (H): 0.17, atom 48 (H): 0.12, atom 49 (H): 0.17, atom 50 (H): 0.16, atom 51 (H): 0.12, atom 52 (H): 0.07, atom 53 (H): 0.08, atom 54 (H): 0.11, atom 55 (H): 0.13, atom 56 (H): 0.12, atom 57 (H): 0.07, atom 58 (H): 0.12, atom 59 (H): 0.12, atom 60 (H): 0.11, atom 61 (H): 0.10, atom 62 (H): 0.11, atom 63 (H): 0.13, atom 64 (H): 0.06, atom 65 (H): 0.12, atom 66 (H): 0.11, atom 67 (H): 0.11, atom 68 (H): 0.12

(2)
# C4H8N2O

C4H8N2O in the gas phase (wB97M-V/def2-TZVPD, the OMol25 dataset).

Values from the calculation:
Max |F| in eV Å⁻¹: 6.808
E_HOMO in eV: -9.2319
Frontier orbital gap in eV: 9.4

Last columns: bonded neighbours and bond lengths (Å).
Element x y z (Å)
1 O -2.59023 -0.03931 -1.27471  N2 1.246
2 N -2.19191 -0.82313 -0.39197  O1 1.246, C5 1.496
3 N 2.07492 -0.19503 0.74550  C6 1.271, H15 1.024
4 C -0.54544 -0.47658 0.76568  C5 1.518, C6 1.741, H10 1.090, H12 1.092
5 C -0.75786 -1.22419 -0.53804  N2 1.496, C4 1.518, H11 1.089, H14 1.090
6 C 0.96276 0.30776 0.38994  N3 1.271, C4 1.741, C7 1.500
7 C 0.87856 1.63560 -0.30301  C6 1.500, H8 1.092, H9 1.092, H13 1.094
8 H 0.15528 2.27308 0.21037  C7 1.092
9 H 0.54399 1.49442 -1.33298  C7 1.092
10 H -1.09918 0.35478 1.20114  C4 1.090
11 H -0.32172 -0.83175 -1.45581  C5 1.089
12 H -0.29211 -1.16309 1.57625  C4 1.092
13 H 1.85213 2.13463 -0.29804  C7 1.094
14 H -0.67456 -2.30498 -0.42151  C5 1.090
15 H 2.00537 -1.14221 1.12720  N3 1.024

Per-atom Löwdin charges, elementary charge units: atom 1 (O): -0.05, atom 2 (N): -0.08, atom 3 (N): 0.11, atom 4 (C): -0.12, atom 5 (C): -0.18, atom 6 (C): -0.37, atom 7 (C): -0.06, atom 8 (H): 0.08, atom 9 (H): 0.08, atom 10 (H): 0.11, atom 11 (H): 0.11, atom 12 (H): 0.10, atom 13 (H): 0.08, atom 14 (H): 0.12, atom 15 (H): 0.05

(3)
# C5H8O2

C5H8O2 in the gas phase (wB97M-V/def2-TZVPD, the OMol25 dataset).

Values from the calculation:
Max |F| in eV Å⁻¹: 4.284
E_HOMO in eV: -9.3305
Frontier orbital gap in eV: 9.8

Last columns: bonded neighbours and bond lengths (Å).
Element x y z (Å)
1 O 1.20240 -1.15270 1.65103  C7 1.205
2 O 2.88737 1.37987 0.64345  C3 1.231
3 C 2.82124 0.17322 0.40812  O2 1.231, C7 1.589, H15 1.107
4 C -2.21314 0.08120 -0.73758  C6 1.528, H9 1.095, H12 1.096, H14 1.096
5 C 0.26080 0.12093 -0.16553  C6 1.530, C7 1.521, H8 1.099, H11 1.099
6 C -1.11399 -0.45616 0.17848  C4 1.528, C5 1.530, H10 1.095, H13 1.096
7 C 1.38069 -0.42943 0.70378  O1 1.205, C3 1.589, C5 1.521
8 H 0.26652 1.21640 -0.07790  C5 1.099
9 H -3.18618 -0.35027 -0.47872  C4 1.095
10 H -1.34986 -0.23261 1.22457  C6 1.095
11 H 0.52092 -0.09129 -1.21244  C5 1.099
12 H -2.00994 -0.16267 -1.78691  C4 1.096
13 H -1.06918 -1.54880 0.10670  C6 1.096
14 H -2.30172 1.17114 -0.66003  C4 1.096
15 H 3.90408 0.28116 0.20299  C3 1.107

Per-atom Löwdin charges, elementary charge units: atom 1 (O): 0.11, atom 2 (O): 0.00, atom 3 (C): -0.11, atom 4 (C): -0.11, atom 5 (C): -0.14, atom 6 (C): -0.26, atom 7 (C): -0.33, atom 8 (H): 0.13, atom 9 (H): 0.07, atom 10 (H): 0.12, atom 11 (H): 0.13, atom 12 (H): 0.07, atom 13 (H): 0.11, atom 14 (H): 0.07, atom 15 (H): 0.14

Q: What is the formula in the first record?
A: C23H35N5O5

Q: Number 1 is which compound?
A: C23H35N5O5

Q: max |F| of number 1 (C23H35N5O5)?
A: 0.594 eV Å⁻¹